No. 1
This record from the Open Molecules 2025 dataset describes C16H8ClF3N3O6PbS6 as an isolated structure in a non-equilibrium geometry. The level of theory is ωB97M-V/def2-TZVPD.

Properties
**Net charge**: -1
**Frontier orbital gap**: 7.1 eV

Positions of all 44 atoms, in Å:
Pb -1.098 -1.182 -0.505
Cl -2.542 0.657 0.767
S 1.426 -2.778 -0.163
S 3.854 -0.014 -2.548
S 0.611 1.304 -2.844
S 1.020 -0.762 -3.026
S -2.248 -4.006 -0.360
S 4.167 -1.750 -0.219
F -0.114 3.998 -3.909
F -0.347 4.167 -1.768
F -1.831 5.020 -3.091
O -2.746 -3.020 -1.330
O -3.154 -5.048 0.000
O 6.117 -0.270 -1.218
O -1.112 -4.838 -1.161
O 0.408 -4.805 -2.649
O -1.630 -3.285 0.769
N -1.883 0.306 -2.715
N 0.778 0.108 0.915
N -0.274 -4.067 -2.139
C 1.254 0.412 3.437
C 1.017 0.277 2.023
C 1.647 0.631 6.163
C -1.017 3.959 -2.912
C -3.907 1.542 -2.895
C 2.309 1.492 5.297
C 0.785 -0.337 5.666
C 2.432 -0.905 -2.008
C 2.115 1.385 3.930
C 4.961 -0.604 -1.309
C 0.584 -0.454 4.301
C -1.163 1.417 -2.803
C 2.560 -1.741 -0.932
C -1.793 2.674 -2.888
C -3.216 0.359 -2.760
C -3.173 2.714 -2.931
H -3.671 3.672 -2.992
H 1.805 0.714 7.231
H 2.620 2.052 3.243
H -4.987 1.557 -2.929
H 0.267 -1.005 6.343
H -0.087 -1.197 3.890
H 2.977 2.247 5.689
H -3.721 -0.597 -2.661

Atom charges from the Löwdin analysis, given in e for atoms 1 to 4:
1 Pb 1.0399
2 Cl -0.3130
3 S 0.4730
4 S 0.9284

=====

No. 2
This record from the Open Molecules 2025 dataset describes C16H9Cl2NO2ReSSbSe4 as an isolated structure. The level of theory is ωB97M-V/def2-TZVPD.

Properties
**Net charge**: +2
**Relative energy (zero: lowest compared OMol25 entry of this formula, charge and spin)**: 0.0 kcal per mole
**Frontier orbital gap (spin up / spin down)**: 5.1 / 5.1 eV

Positions of all 37 atoms, in Å:
Re 0.199 0.244 0.469
Sb -0.890 -2.300 -4.742
Se -1.338 -0.505 -2.817
Se 0.122 -1.352 -1.250
Se -0.460 -4.310 -3.321
Se 1.416 -3.058 -4.122
Cl -2.854 6.892 1.129
Cl 1.849 4.375 1.736
S 3.237 -1.917 2.816
O 0.398 2.047 0.723
O -1.800 0.821 -0.106
N -0.427 -0.491 2.282
C -0.945 -1.205 4.900
C -1.636 -0.267 2.820
C -0.581 5.480 1.376
C -1.737 3.129 0.444
C 3.056 -1.190 0.351
C -2.506 4.294 0.541
C -0.379 3.159 0.816
C 1.781 -1.245 2.297
C 1.802 -0.842 0.950
C -1.927 -0.605 4.126
C -1.923 5.459 1.007
C 0.202 4.336 1.282
C -2.362 1.924 -0.031
C 3.919 -1.743 1.240
C 0.546 -1.083 3.042
C 0.307 -1.450 4.352
H 1.087 -1.919 4.935
H 3.312 -1.001 -0.681
H -0.136 6.396 1.739
H -1.151 -1.486 5.924
H -3.405 1.978 -0.357
H -3.549 4.283 0.251
H -2.914 -0.410 4.519
H -2.376 0.175 2.172
H 4.936 -2.062 1.075

Atom charges from the Löwdin analysis, given in e for atoms 1 to 4:
1 Re 1.3308
2 Sb 0.4899
3 Se 0.0551
4 Se 0.2900

=====

Number 1: M 830.30 Da, calculated total energy -4572.1237 Ha. Number 2: M 974.03 Da, calculated total energy -12062.6598 Ha.